1.
Molecular formula: C5H9NO
Method: DFT, ωB97M-V/def2-TZVPD

The geometry in ORCA input format:
```
! wB97M-V def2-TZVPD RIJCOSX def2/J DEFGRID3
* xyz 0 1
C -2.0614 0.7227 0.7010
C -1.0515 0.2225 -0.2619
O -1.2053 -1.1690 -0.3626
C -0.1197 0.8676 -0.9209
N 0.2084 2.2610 -0.9865
H -2.0489 0.0843 1.5521
H -1.5840 1.6714 1.1053
H -3.0190 0.7799 0.2061
H -0.4732 -1.4769 -0.9272
H 0.5926 0.2204 -1.6092
H 0.2758 2.4915 -1.9440
H -0.1825 2.9462 -0.2792
C 2.2066 -2.6832 0.8278
C 1.8560 -2.5391 -0.3208
H 2.7378 -2.4198 1.6565
H 1.3263 -2.5905 -1.2103
*
```

Largest force on an atom, eV/A: 3.036
SMILES: C/C(O)=C\N.C#C
Calculated total energy, a.u.: -325.76695
ΔE to the lowest compared entry with this formula, charge and spin, kcal/mol: 107.1
E_HOMO, eV: -7.767
Kohn-Sham gap, eV: 8.73

---

2.
Molecular formula: C5H9NO
Method: DFT, ωB97M-V/def2-TZVPD

The geometry in ORCA input format:
```
! wB97M-V def2-TZVPD RIJCOSX def2/J DEFGRID3
* xyz 0 1
C 0.8668 1.1958 0.5754
C 0.1802 0.0224 -0.1267
C 1.2020 -0.9333 -0.7271
C -0.8103 -0.7151 0.7973
O -2.0815 -0.1132 0.4944
C -1.8800 0.4973 -0.6988
N -0.7075 0.5883 -1.1664
H 1.4062 1.8011 -0.1598
H 1.5797 0.8417 1.3295
H 0.1275 1.8384 1.0671
H 1.8078 -1.3887 0.0662
H 0.7003 -1.7322 -1.2827
H 1.8697 -0.4008 -1.4104
H -0.8774 -1.7816 0.5461
H -0.6032 -0.6026 1.8641
H -2.7803 0.8822 -1.1683
*
```

Largest force on an atom, eV/A: 0.446
SMILES: CC1(C)COC=N1
Calculated total energy, a.u.: -325.90422
ΔE to the lowest compared entry with this formula, charge and spin, kcal/mol: 20.9
E_HOMO, eV: -9.644
Kohn-Sham gap, eV: 10.60

---

3.
Molecular formula: C5H9NO2
Method: DFT, ωB97M-V/def2-TZVPD

The geometry in ORCA input format:
```
! wB97M-V def2-TZVPD RIJCOSX def2/J DEFGRID3
* xyz 0 1
C -1.3816 -1.0802 0.2481
N -0.3677 -1.8230 0.1646
O 0.7251 -1.3449 -0.8270
C 1.8216 -0.9593 -0.0889
O 2.0167 0.3153 -0.0503
C 0.8639 1.0844 0.4008
C -0.3348 0.9503 -0.6753
C -1.6836 0.3503 -0.2445
H -2.0779 -1.4384 1.0932
H 2.6880 -1.5811 -0.4151
H 1.5597 -1.0962 1.0802
H 1.1963 2.1714 0.6248
H 0.5160 0.7120 1.4510
H -0.0093 0.5725 -1.5703
H -0.7033 1.9220 -0.9032
H -2.7188 0.2996 -0.9915
H -2.1103 0.9452 0.7034
*
```

Largest force on an atom, eV/A: 6.494
SMILES: C1=N\OCOCCC/1
Calculated total energy, a.u.: -400.97020
ΔE to the lowest compared entry with this formula, charge and spin, kcal/mol: 129.6
E_HOMO, eV: -9.732
Kohn-Sham gap, eV: 10.53

---

4.
Molecular formula: C5H9NO2
Method: DFT, ωB97M-V/def2-TZVPD

The geometry in ORCA input format:
```
! wB97M-V def2-TZVPD RIJCOSX def2/J DEFGRID3
* xyz 0 1
H 2.6807 2.6019 0.9972
N 1.9351 1.9126 0.9379
C 2.0483 1.0699 0.0076
C 1.0508 0.0214 -0.1838
C 1.2013 -0.8898 -1.1427
C -0.1126 0.0256 0.7766
O -1.0347 -1.0247 0.5466
C -2.0973 -0.7259 -0.3063
O -3.1286 -0.0396 0.3343
H 2.8774 1.0437 -0.7144
H 0.4852 -1.6812 -1.2793
H 2.0472 -0.8755 -1.8098
H -0.6101 1.0013 0.7435
H 0.2759 -0.1125 1.7905
H -2.4568 -1.7061 -0.6780
H -1.7921 -0.0977 -1.1510
H -3.3697 -0.5234 1.1312
*
```

Largest force on an atom, eV/A: 0.730
SMILES: [H]/N=C/C(=C)COCO
Calculated total energy, a.u.: -401.10204
ΔE to the lowest compared entry with this formula, charge and spin, kcal/mol: 46.9
E_HOMO, eV: -9.793
Kohn-Sham gap, eV: 10.52

---

5.
Molecular formula: C5H9NO2
Method: DFT, ωB97M-V/def2-TZVPD

The geometry in ORCA input format:
```
! wB97M-V def2-TZVPD RIJCOSX def2/J DEFGRID3
* xyz 0 1
C 0.5949 1.3437 0.3816
C -0.4877 1.4171 -0.6794
C -0.6066 -0.5440 1.6718
C 0.2589 -0.0888 0.5512
C 0.1839 -0.3219 -1.7318
O 0.2548 -2.2802 -0.2076
N 0.7215 -0.9430 -0.3888
O 0.9631 -0.0063 -2.6016
H 1.0261 -2.8052 -0.4551
H -0.8080 -0.7627 -1.8443
H 1.5867 1.4940 -0.0386
H 0.4767 1.9367 1.2906
H -0.2639 1.9942 -1.5666
H -1.4990 1.5448 -0.3062
H -1.2606 -1.3651 1.3856
H 0.0428 -0.9064 2.4774
H -1.1836 0.2930 2.0619
*
```

Largest force on an atom, eV/A: 0.546
Calculated total energy, a.u.: -400.96644
ΔE to the lowest compared entry with this formula, charge and spin, kcal/mol: 132.0
E_HOMO (spin up / spin down), eV: -7.488 / -7.487
Kohn-Sham gap (spin up / spin down), eV: 7.65 / 7.65

---

6.
Molecular formula: C5H9NO2
Method: DFT, ωB97M-V/def2-TZVPD

The geometry in ORCA input format:
```
! wB97M-V def2-TZVPD RIJCOSX def2/J DEFGRID3
* xyz 0 1
C 2.7487 0.0887 0.2849
N 1.3698 -0.2223 0.4556
O 0.8325 -0.5509 -0.7534
C -0.7091 -0.5058 -1.0553
C -1.2270 -1.4214 0.2123
C -1.2737 -0.2539 1.1972
C -1.1540 0.6750 -0.2436
O -0.6878 2.0100 -0.1636
H 3.5509 -0.1646 -0.6627
H 3.1979 0.5382 1.0722
H -0.6771 -0.5632 -2.2429
H -2.0954 -1.9040 -0.1736
H -0.6572 -2.3690 0.3889
H -2.0865 -0.1776 1.9240
H -0.2705 0.1843 1.7579
H -2.2393 1.0161 -0.5837
H 0.2217 1.8277 0.2943
*
```

Largest force on an atom, eV/A: 6.842
SMILES: C=NO[C@H]1CC[C@H]1O
Calculated total energy, a.u.: -400.88554
ΔE to the lowest compared entry with this formula, charge and spin, kcal/mol: 182.7
E_HOMO, eV: -8.979
Kohn-Sham gap, eV: 9.62

---

Please write out number 4 again, unchanged.
Molecular formula: C5H9NO2
Method: DFT, ωB97M-V/def2-TZVPD

The geometry in ORCA input format:
```
! wB97M-V def2-TZVPD RIJCOSX def2/J DEFGRID3
* xyz 0 1
H 2.6807 2.6019 0.9972
N 1.9351 1.9126 0.9379
C 2.0483 1.0699 0.0076
C 1.0508 0.0214 -0.1838
C 1.2013 -0.8898 -1.1427
C -0.1126 0.0256 0.7766
O -1.0347 -1.0247 0.5466
C -2.0973 -0.7259 -0.3063
O -3.1286 -0.0396 0.3343
H 2.8774 1.0437 -0.7144
H 0.4852 -1.6812 -1.2793
H 2.0472 -0.8755 -1.8098
H -0.6101 1.0013 0.7435
H 0.2759 -0.1125 1.7905
H -2.4568 -1.7061 -0.6780
H -1.7921 -0.0977 -1.1510
H -3.3697 -0.5234 1.1312
*
```

Largest force on an atom, eV/A: 0.730
SMILES: [H]/N=C/C(=C)COCO
Calculated total energy, a.u.: -401.10204
ΔE to the lowest compared entry with this formula, charge and spin, kcal/mol: 46.9
E_HOMO, eV: -9.793
Kohn-Sham gap, eV: 10.52